The following is a DFT calculation (ωB97M-V/def2-TZVPD) of a structure of composition C5H8O2.

The molecular weight comes out at 100.1 g mol⁻¹. Its highest occupied orbital energy is -9.2 eV. As for the spin multiplicity: 1.

```
15
C5H8O2, DFT ωB97M-V/def2-TZVPD
C 1.607 -0.603 0.204
C 0.420 0.295 0.511
C 0.098 1.326 -0.559
O -0.402 0.927 -1.619
C -1.734 0.786 0.093
C -0.966 -0.418 0.527
O -1.051 -1.576 -0.265
H 2.535 -0.020 0.179
H 1.486 -1.110 -0.757
H 1.702 -1.375 0.977
H 0.556 0.825 1.459
H 0.436 2.363 -0.462
H -2.507 0.562 -0.657
H -1.238 -0.707 1.550
H -0.940 -1.273 -1.181
```